1.
Below is an isolated molecule of C18H27N3O2, with properties calculated with ωB97M-V/def2-TZVPD.

Properties
Frontier orbital gap = 8.68 eV
Net charge = 0
Relative energy (zero: lowest compared OMol25 entry of this formula, charge and spin) = 340.5 kJ/mol
SMILES string = CCOc1ccc(/C=N/NC(=O)CN2CCCCCCC2)cc1
Electronic energy = -1016.796887 a.u.

Cartesian coordinates (Å):
C: -8.168 -0.546 1.273
C: -7.758 -0.972 -0.134
O: -6.933 -0.017 -0.771
C: -5.622 0.087 -0.433
C: -4.924 1.128 -1.057
C: -3.588 1.327 -0.809
C: -2.894 0.490 0.072
C: -1.487 0.675 0.356
N: -0.847 1.630 -0.197
N: 0.472 1.864 0.020
C: 1.382 1.212 0.802
O: 1.132 0.243 1.483
C: 2.786 1.815 0.725
N: 3.658 0.899 0.031
C: 3.376 0.776 -1.381
C: 4.048 -0.442 -2.012
C: 3.641 -1.775 -1.385
C: 3.924 -1.928 0.113
C: 5.356 -1.568 0.536
C: 5.462 -0.223 1.256
C: 5.059 0.981 0.398
C: -3.593 -0.547 0.687
C: -4.938 -0.751 0.444
H: -7.298 -0.448 1.919
H: -8.842 -1.285 1.698
H: -8.675 0.414 1.234
H: -8.642 -1.034 -0.774
H: -7.274 -1.956 -0.120
H: -5.469 1.765 -1.736
H: -3.051 2.130 -1.288
H: -1.036 -0.031 1.049
H: 0.788 2.665 -0.512
H: 3.141 1.911 1.753
H: 2.760 2.822 0.262
H: 3.684 1.684 -1.940
H: 2.294 0.666 -1.493
H: 3.770 -0.459 -3.070
H: 5.131 -0.335 -1.970
H: 4.168 -2.567 -1.928
H: 2.571 -1.927 -1.543
H: 3.221 -1.318 0.676
H: 3.727 -2.972 0.366
H: 6.018 -1.575 -0.332
H: 5.728 -2.332 1.223
H: 4.816 -0.247 2.136
H: 6.491 -0.078 1.596
H: 5.257 1.901 0.963
H: 5.684 1.022 -0.499
H: -3.074 -1.206 1.369
H: -5.437 -1.568 0.942



2.
Below is a structure of composition C18H27N6O3PdSSeSi, with properties calculated with ωB97M-V/def2-TZVPD.

Properties
Frontier orbital gap = 6.52 eV
Net charge = -1
Relative energy (zero: lowest compared OMol25 entry of this formula, charge and spin) = 48.1 kJ/mol
Electronic energy = -4473.589100 a.u.

Cartesian coordinates (Å):
Pd: -0.908 -0.926 -0.874
N: -1.774 -1.216 -5.310
C: -1.911 -1.186 -3.931
S: -2.072 0.297 -3.143
N: -1.980 -2.396 -3.384
N: -1.968 -2.335 -2.042
C: -2.693 -3.147 -1.347
C: -2.801 -2.864 0.073
C: -3.333 -3.771 0.990
C: -3.472 -3.375 2.306
C: -3.101 -2.084 2.673
C: -2.581 -1.241 1.708
N: -2.431 -1.612 0.440
H: -1.448 -0.348 -5.702
H: -1.332 -2.051 -5.661
H: -3.311 -3.903 -1.819
H: -3.612 -4.764 0.671
H: -3.866 -4.067 3.040
H: -3.201 -1.732 3.689
H: -2.266 -0.232 1.943
C: 1.381 2.199 -1.723
Si: 1.807 0.753 -2.839
C: 3.690 0.640 -2.999
C: 1.162 1.123 -4.576
Se: 1.164 -1.240 -2.034
H: 1.496 3.135 -2.272
H: 2.040 2.237 -0.857
H: 0.362 2.143 -1.355
H: 4.107 1.598 -3.307
H: 3.978 -0.104 -3.740
H: 4.147 0.359 -2.052
H: 1.690 1.979 -4.997
H: 0.097 1.339 -4.550
H: 1.327 0.267 -5.230
C: -1.216 2.163 3.765
C: 0.156 2.578 3.264
C: 0.863 1.473 2.478
C: 2.223 2.011 1.950
C: 3.128 0.981 1.294
C: 1.165 0.314 3.394
O: 1.534 0.448 4.545
N: 1.022 -0.919 2.834
C: 0.522 -1.218 1.561
O: 0.457 -2.384 1.225
N: 0.080 -0.180 0.767
C: 0.031 1.088 1.237
O: -0.595 1.968 0.668
H: -1.647 2.930 4.408
H: -1.162 1.245 4.355
H: -1.901 2.005 2.932
H: 0.798 2.851 4.103
H: 0.065 3.444 2.606
H: 2.736 2.471 2.800
H: 1.978 2.811 1.247
H: 3.482 0.240 2.013
H: 4.007 1.479 0.879
H: 2.637 0.450 0.480
H: 1.252 -1.722 3.404



3.
Below is a cluster of 6 separate species, C18H27NO20S4 in total at a distorted geometry, with properties calculated with ωB97M-V/def2-TZVPD.

Properties
<S²> = 0.78
Frontier orbital gap (alpha / beta) = 7.32 / 3.78 eV
Net charge = +1
Spin multiplicity = 2
Electronic energy = -3853.745774 a.u.

Cartesian coordinates (Å):
C: -3.961 2.274 -1.926
C: -4.965 2.867 -0.842
O: -6.110 2.060 -1.145
S: -5.831 0.638 -1.928
O: -6.674 0.708 -3.154
O: -5.881 -0.535 -1.076
O: -4.217 0.958 -2.160
H: -2.976 2.201 -1.467
H: -4.068 2.968 -2.760
H: -5.078 3.951 -0.842
H: -4.561 2.619 0.139
C: 5.376 3.531 2.761
C: 3.908 3.011 2.519
O: 3.978 2.386 1.278
S: 5.258 2.846 0.326
O: 5.126 4.216 -0.205
O: 5.733 1.849 -0.639
O: 6.163 2.947 1.727
H: 5.825 3.218 3.704
H: 5.386 4.621 2.778
H: 3.174 3.797 2.342
H: 3.506 2.109 2.981
C: -2.170 5.201 2.774
C: -2.893 3.874 2.926
O: -2.365 3.003 1.968
S: -1.230 3.666 0.929
O: -1.520 3.457 -0.458
O: 0.085 3.364 1.493
O: -1.712 5.163 1.386
H: -1.289 5.417 3.380
H: -2.851 6.046 2.874
H: -3.958 3.881 2.696
H: -2.628 3.446 3.893
C: -3.869 -2.234 1.623
C: -3.116 -0.976 1.230
O: -1.760 -1.415 1.094
S: -1.678 -3.027 0.592
O: -0.762 -3.804 1.454
O: -1.589 -3.153 -0.865
O: -3.246 -3.347 1.014
H: -4.913 -2.129 1.329
H: -3.900 -2.373 2.703
H: -3.208 -0.319 2.095
H: -3.474 -0.475 0.331
C: 3.459 -1.059 -1.277
C: 2.686 -1.893 -2.117
C: 1.329 -1.698 -2.180
C: 0.759 -0.561 -1.500
C: 1.579 0.311 -0.773
C: 2.894 0.031 -0.587
N: -0.674 -0.137 -1.592
O: -1.200 0.487 -0.647
O: -1.323 -0.248 -2.660
H: 4.499 -1.351 -1.261
H: 3.146 -2.753 -2.581
H: 0.700 -2.322 -2.797
H: 1.119 1.190 -0.348
H: 3.468 0.669 0.070
O: 3.033 -5.478 -4.146
C: 2.826 -5.515 -2.945
O: 1.670 -5.102 -2.413
C: 1.695 -5.139 -0.979
C: 2.836 -6.098 -0.683
C: 3.670 -6.241 -1.932
H: 0.827 -5.545 -0.459
H: 1.880 -4.186 -0.484
H: 2.396 -7.068 -0.455
H: 3.335 -5.734 0.215
H: 3.657 -7.258 -2.326
H: 4.668 -5.811 -2.014



4.
Below is a structure of composition C18H28BBa2Br14O8 at a distorted geometry, with properties calculated with ωB97M-V/def2-TZVPD.

Properties
Frontier orbital gap = 3.56 eV
Net charge = +3
Relative energy (zero: lowest compared OMol25 entry of this formula, charge and spin) = 824.6 kJ/mol
Electronic energy = -37415.780184 a.u.

Cartesian coordinates (Å):
Ba: 6.304 3.625 -1.552
Ba: -4.987 4.148 7.426
O: 2.276 1.550 0.578
C: 1.127 1.200 0.938
O: 0.406 1.841 1.853
B: -0.875 1.189 2.071
O: -0.894 0.040 1.045
C: 0.355 -0.038 0.520
O: 0.781 -0.994 -0.227
O: -2.043 2.099 1.852
C: -2.766 2.217 2.970
O: -3.819 2.854 3.202
C: -2.149 1.296 4.023
O: -1.023 0.677 3.430
O: -2.599 1.180 5.123
Br: 5.909 -1.244 -2.547
C: 6.778 -2.876 -3.403
C: 7.308 -2.519 -4.842
Br: 7.524 -4.242 -5.750
H: 6.001 -3.639 -3.360
H: 7.550 -3.230 -2.721
H: 8.297 -2.083 -4.703
H: 6.623 -1.874 -5.392
Br: -3.707 -1.977 -2.406
C: -4.338 -3.536 -1.395
C: -3.193 -4.108 -0.680
Br: -3.837 -5.780 0.227
H: -4.886 -4.193 -2.071
H: -5.061 -3.298 -0.615
H: -2.949 -3.341 0.055
H: -2.357 -4.372 -1.328
Br: 0.233 -1.420 -6.812
C: 0.875 -2.899 -5.623
C: 0.309 -4.291 -5.990
Br: 1.185 -5.585 -4.690
H: 0.710 -2.537 -4.608
H: 1.958 -2.780 -5.646
H: 0.594 -4.534 -7.014
H: -0.757 -4.354 -5.768
Br: -6.304 7.484 4.001
C: -6.177 7.253 1.969
C: -7.279 6.402 1.424
Br: -9.010 7.089 2.139
H: -5.159 7.060 1.631
H: -6.376 8.261 1.605
H: -7.199 5.386 1.813
H: -7.416 6.417 0.343
Br: 3.753 -3.387 2.317
C: 3.129 -5.140 1.498
C: 1.739 -5.452 2.028
Br: 1.098 -7.109 1.298
H: 3.793 -5.977 1.714
H: 3.102 -4.966 0.422
H: 1.086 -4.634 1.723
H: 1.706 -5.572 3.110
Br: 0.936 3.035 -3.501
C: -1.026 3.304 -3.255
C: -1.366 4.570 -2.451
Br: -3.309 4.850 -2.524
H: -1.380 2.406 -2.748
H: -1.467 3.425 -4.245
H: -0.902 5.476 -2.841
H: -1.080 4.484 -1.403
Br: 3.734 2.501 7.962
C: 2.668 2.241 6.324
C: 3.128 0.995 5.521
Br: 4.707 1.409 4.473
H: 2.583 3.152 5.732
H: 1.645 2.051 6.650
H: 2.358 0.586 4.867
H: 3.422 0.227 6.236